--- A ---
Molecular formula: C5H10OS2
Method: DFT, the ωB97M-V functional and the def2-TZVPD basis

## Properties
- HOMO level (alpha / beta): -9.068 / -8.754 eV
- LUMO energy (alpha / beta): -1.49 / -1.55 eV
- Molar mass: 150.27 g/mol

ORCA input file:
```
! RIJCOSX wB97M-V def2-TZVPD def2/J DEFGRID3
* xyz 0 1
C -0.5781 -0.8863 -0.3923
C 1.8068 -1.6112 -0.9422
C 1.1731 0.6565 0.2804
C -3.3048 0.9435 0.6925
C 0.7827 -0.4125 -0.7631
O -2.5908 -2.2884 0.2096
S -1.1145 -2.2796 0.1936
S -2.3722 1.3108 -0.7756
H 2.9234 -1.2499 -1.2176
H 1.9126 -2.3329 -0.1393
H 1.4984 -2.1698 -1.8079
H 1.3135 0.1067 1.1822
H 0.4576 1.4366 0.3243
H 2.0928 1.2669 -0.0073
H -2.5842 0.8408 1.4385
H -4.1090 0.2435 0.4135
H -3.9135 1.7711 0.9785
H 0.7271 -0.2698 -1.8412
*
```

--- B ---
Molecular formula: C5H10OS2
Method: DFT, the ωB97M-V functional and the def2-TZVPD basis

## Properties
- HOMO level: -8.423 eV
- LUMO energy: 0.67 eV
- Molar mass: 150.27 g/mol
- SMILES: CS[C@H]1[C@H](O)[C@@]1(C)S

ORCA input file:
```
! RIJCOSX wB97M-V def2-TZVPD def2/J DEFGRID3
* xyz 0 1
C 0.9004 1.4485 -2.1500
S -0.6590 0.5299 -1.8430
C -0.6419 0.6119 -0.0549
C -1.2044 -0.4985 0.7709
O -1.9660 -0.1551 1.9063
C 0.2876 -0.2016 0.8140
C 0.8475 0.4522 2.0570
S 1.4157 -1.4400 0.2386
H 1.7770 0.8460 -1.8885
H 0.9301 2.3512 -1.5703
H 0.9827 1.6941 -3.2082
H -0.9730 1.5530 0.3391
H -1.5227 -1.3979 0.2801
H -2.7907 -0.6312 1.7444
H 1.7017 1.1002 1.8277
H 1.2233 -0.2838 2.7715
H 0.0881 1.0497 2.5892
H 1.0698 -1.3549 -1.0872
*
```

--- C ---
Molecular formula: C5H10OS2
Method: DFT, the ωB97M-V functional and the def2-TZVPD basis

## Properties
- HOMO level: -8.390 eV
- LUMO energy: -2.28 eV
- Molar mass: 150.27 g/mol

ORCA input file:
```
! RIJCOSX wB97M-V def2-TZVPD def2/J DEFGRID3
* xyz 0 1
C -1.6261 1.5306 -1.3512
C -0.0359 -0.6728 -0.3701
C -0.4937 -0.2553 0.9587
C 0.7438 -0.6092 1.9381
C 1.0491 0.9375 1.8474
H -2.3642 1.7207 -2.4467
H -1.0888 2.4280 -0.8635
H -2.5011 1.0802 -0.6985
H -0.7209 1.0961 0.6105
H -1.7548 -1.0562 1.0305
H 1.5783 -1.2305 1.4062
H 0.5334 -1.1264 2.9675
H 1.8105 1.0699 2.5331
H 1.5427 1.1465 0.8131
H -1.5825 0.9005 2.4347
O -0.0378 1.8559 1.9917
S -0.6577 0.1943 -1.9389
S 1.0969 -1.8481 -0.6772
*
```

So which one is most stable? That would be B, about 395.7 kJ/mol below the next structure.

--- A ---
Molecular formula: C3H7N4S
Method: DFT, the ωB97M-V functional and the def2-TZVPD basis

## Properties
- HOMO level (alpha / beta): -12.952 / -13.104 eV
- LUMO energy (alpha / beta): -6.19 / -5.67 eV
- Molar mass: 131.18 g/mol

ORCA input file:
```
! RIJCOSX wB97M-V def2-TZVPD def2/J DEFGRID3
* xyz 1 1
C -0.4580 -0.2683 -0.0373
C 3.2582 -0.8660 -0.0336
C -2.9563 0.1661 -0.3159
N -0.3429 1.1809 -0.0061
N 1.0677 1.0671 -0.0226
N 1.8425 -1.1511 -0.0788
N 0.9554 -0.2597 0.0255
S -1.7856 -1.2582 0.0170
H -0.7128 2.2982 -0.1080
H 3.2542 -0.1259 0.8251
H 3.5391 -0.1192 -0.7695
H 3.6694 -1.8483 0.0508
H -3.4186 0.3869 0.6388
H -3.6755 -0.2778 -1.0028
H -2.3891 1.0245 -0.7734
*
```

--- B ---
Molecular formula: C3H7N4S
Method: DFT, the ωB97M-V functional and the def2-TZVPD basis

## Properties
- HOMO level: -13.195 eV
- LUMO energy: -4.35 eV
- Molar mass: 131.18 g/mol

ORCA input file:
```
! RIJCOSX wB97M-V def2-TZVPD def2/J DEFGRID3
* xyz 1 1
C 2.0082 -0.8409 -0.7554
C -1.3555 0.5073 -0.3959
C 2.5501 0.0456 0.3083
N 0.9002 -0.4324 -1.2848
N 1.8721 1.2340 0.2067
N -1.5958 -0.7643 -0.4031
N -2.1024 1.5471 -0.1810
S 0.6241 1.1199 -0.7322
H 2.3976 -1.7391 -1.0272
H 2.5590 -0.4999 1.2395
H 3.5917 0.2812 0.1493
H -0.8307 -1.4049 -0.4738
H -2.5510 -1.0324 -0.3566
H -1.7291 2.4332 -0.5622
H -3.0550 1.3545 0.0575
*
```

--- C ---
Molecular formula: C3H7N4S
Method: DFT, the ωB97M-V functional and the def2-TZVPD basis

## Properties
- HOMO level (alpha / beta): -14.365 / -14.362 eV
- LUMO energy (alpha / beta): -6.59 / -6.58 eV
- Molar mass: 131.18 g/mol

ORCA input file:
```
! RIJCOSX wB97M-V def2-TZVPD def2/J DEFGRID3
* xyz 1 1
C -0.4251 -0.2524 0.5683
C 3.0554 -0.0334 -0.3696
C -2.9420 0.6128 0.0881
N -1.1798 -1.3181 -0.0947
N 0.7240 -1.1555 -0.9071
N 1.9320 0.2181 0.5618
N 0.9033 -0.3524 0.0630
S -1.4990 0.1556 -0.8220
H -0.7356 0.0949 1.6566
H 2.8486 0.4815 -1.3692
H 3.0709 -1.1126 -0.4880
H 3.9154 0.3445 0.0575
H -3.2819 -0.1160 0.9215
H -3.8185 0.8877 -0.5707
H -2.5678 1.5453 0.7044
*
```

So which one is most stable? That would be B, about 447.8 kJ/mol below the next structure.

--- A ---
Molecular formula: CH3O4S
Method: DFT, the ωB97M-V functional and the def2-TZVPD basis

## Properties
- HOMO level: -4.855 eV
- LUMO energy: 4.15 eV
- Molar mass: 111.10 g/mol

ORCA input file:
```
! RIJCOSX wB97M-V def2-TZVPD def2/J DEFGRID3
* xyz -1 1
C 0.0600 1.0212 -0.8712
O -0.6838 -2.4682 0.8098
O -0.7649 -0.1256 1.5660
O 1.3937 -1.1511 1.2409
O -0.1079 -0.3316 -1.0533
S -0.0276 -1.1932 0.9170
H 0.7773 1.4371 -0.0942
H -1.0457 1.3906 -0.6596
H 0.3989 1.4208 -1.8553
*
```

--- B ---
Molecular formula: CH3O4S
Method: DFT, the ωB97M-V functional and the def2-TZVPD basis

## Properties
- HOMO level: -4.172 eV
- LUMO energy: 3.75 eV
- Molar mass: 111.10 g/mol

ORCA input file:
```
! RIJCOSX wB97M-V def2-TZVPD def2/J DEFGRID3
* xyz -1 1
C -0.4394 0.2287 -1.2784
O 1.7161 -0.2024 1.0028
O -0.8410 -0.4703 1.6100
O 0.4097 -0.6785 -1.2648
O -1.6378 0.1443 -1.0206
S 0.4304 0.5557 1.6902
H 0.0186 1.3924 -1.5522
H 1.6460 -0.5109 0.0148
H -1.3025 -0.4589 0.7982
*
```

So which one is most stable? That would be B, about 52.3 kJ/mol below the next structure.

--- A ---
Molecular formula: C12H14N3
Method: DFT, the ωB97M-V functional and the def2-TZVPD basis

## Properties
- HOMO level (alpha / beta): -11.458 / -11.545 eV
- LUMO energy (alpha / beta): -6.96 / -6.90 eV
- Molar mass: 200.27 g/mol

ORCA input file:
```
! RIJCOSX wB97M-V def2-TZVPD def2/J DEFGRID3
* xyz 1 1
C 0.3807 0.2154 -2.1131
C -0.3409 4.2019 1.2182
C -0.5675 4.2056 -0.1604
C 0.0994 3.0368 1.8598
C -0.3487 3.0364 -0.8172
C 0.2646 1.8554 1.2215
C 0.0539 1.8348 -0.1946
C 0.3029 0.5652 -0.8061
C -1.2294 -2.6601 0.2013
C 0.7170 -2.9811 -1.2273
C -0.5272 -1.5270 1.0558
C 1.4641 -1.8920 -0.3055
N 0.3471 -0.1117 -3.2344
N -0.3566 -3.5969 -0.4997
N 0.6209 -0.9844 0.3179
H -0.5533 5.0596 1.7321
H -0.6748 5.1429 -0.6819
H 0.0958 3.0663 2.8515
H -0.7300 2.9831 -1.9150
H 0.6037 0.8422 1.7260
H -1.7220 -3.1980 0.9232
H -1.9157 -2.2508 -0.5130
H 0.2218 -2.4956 -2.0518
H 1.3678 -3.7606 -1.6552
H -1.2943 -0.7033 1.3385
H -0.1975 -1.7327 1.9649
H 1.7880 -2.3928 0.6664
H 2.2421 -1.4141 -0.9397
H -0.1121 -4.3442 0.0379
*
```

--- B ---
Molecular formula: C12H14N3
Method: DFT, the ωB97M-V functional and the def2-TZVPD basis

## Properties
- HOMO level (alpha / beta): -11.079 / -11.079 eV
- LUMO energy (alpha / beta): -3.91 / -3.91 eV
- Molar mass: 200.27 g/mol
- SMILES: C[C@H]1NC(=[NH2+])C=c2[nH]c3c(c21)C=CCC=3

ORCA input file:
```
! RIJCOSX wB97M-V def2-TZVPD def2/J DEFGRID3
* xyz 1 1
C -0.9102 0.8381 2.2268
C -1.3377 -0.0217 0.9773
N -2.4802 0.7308 0.4393
C -2.4487 1.6329 -0.5694
N -3.5673 2.3946 -0.7808
C -1.2224 1.7656 -1.4122
C -0.2864 0.7854 -1.2504
N 0.7984 0.5722 -1.9848
C 1.6286 -0.3608 -1.3731
C 0.9301 -0.8013 -0.1424
C -0.2512 -0.0877 -0.1149
C 1.4772 -1.8445 0.6244
C 2.5651 -2.5185 0.2120
C 3.3944 -2.0835 -0.9434
C 2.7711 -0.9993 -1.7276
H -1.0399 1.9565 1.9475
H 0.1622 0.5869 2.4790
H -1.5173 0.4641 2.9184
H -1.4877 -1.0126 1.2120
H -3.2402 0.9779 1.0388
H -3.2844 3.2035 -1.2849
H -4.0868 2.3690 0.0551
H -1.3324 2.5092 -2.1011
H 0.9881 0.6768 -2.9778
H 0.9187 -1.9322 1.4748
H 2.9494 -3.4307 0.8714
H 4.3619 -1.4995 -0.5337
H 3.7034 -2.9913 -1.4648
H 3.2380 -0.7111 -2.5534
*
```

So which one is most stable? That would be B, about 497.8 kJ/mol below the next structure.